Entry from OMol25: 2 unconnected molecules or ions with the total composition C29H47BrN5O6P2S in a non-equilibrium geometry (the ωB97M-V functional and the def2-TZVPD basis).

The calculation puts the total energy at -150028.82426 eV. Its multiplicity is 1. The charge is -1. The max |F| is 1.68 eV Å⁻¹. The value obtained for the LUMO energy is 2.32 eV. The calculation puts the molar mass at 735.6 g/mol. Its HOMO energy is -0.1192 Ha. The value obtained for the gap between HOMO and LUMO is 5.5581 eV.

```
91
Properties=species:S:1:pos:R:3:lowdin_charge:R:1
N 1.311 5.409 0.115 0.102
H -4.801 -4.984 3.070 0.055
N -0.924 -1.518 4.216 -0.017
H -4.215 0.570 -1.260 0.126
H 3.341 3.413 -1.366 0.063
N -5.646 2.978 0.648 0.010
C 2.903 2.749 -2.096 -0.183
H -3.239 1.838 1.318 0.124
H 7.383 3.976 1.734 0.065
H -2.356 -5.506 -0.451 0.115
C 1.300 2.427 -0.184 -0.180
H 6.544 -0.219 1.037 0.120
H 1.711 3.288 1.704 0.118
H 7.696 -1.950 -0.099 0.074
H 1.628 6.335 -0.166 0.038
H -5.124 -4.497 -1.098 0.104
H -3.071 -3.672 1.387 0.095
C 0.711 1.448 -2.305 -0.368
H -0.427 -1.139 2.172 0.114
H 5.217 3.912 1.128 0.100
C -1.157 -0.848 2.924 -0.248
C -5.887 -5.045 1.328 -0.276
H -0.069 2.069 1.415 0.124
O 5.628 3.072 -0.668 -0.203
N -5.571 -4.480 2.650 -0.011
H -3.222 -0.362 2.491 0.098
H -6.245 -4.225 0.717 0.099
C -5.222 2.307 -0.591 -0.217
H -5.935 0.303 0.514 0.085
Br 1.460 2.969 -5.086 0.295
H -6.719 -5.738 1.454 0.091
H -6.124 1.963 -1.091 0.111
H 3.337 5.061 0.152 0.102
H 3.598 0.674 -2.378 0.081
H -3.020 -2.007 2.983 0.097
N -1.881 0.600 0.293 -0.015
H 7.524 0.533 -0.206 0.102
H 3.148 2.765 0.855 0.083
H 5.140 2.175 1.178 0.106
H -2.733 -5.031 -2.104 0.103
C -0.731 1.126 -0.364 -0.238
H 2.145 -0.591 -3.642 0.067
C -2.799 -2.971 0.613 0.020
H -4.953 -6.865 0.595 0.096
C -3.030 1.549 0.286 -0.090
H -2.698 2.450 -0.222 0.129
C 7.150 3.030 1.257 -0.063
O -4.988 0.216 0.633 -0.020
H 3.293 -0.041 0.372 -0.200
C -2.358 -2.533 -1.689 -0.053
H -1.124 0.225 3.057 0.097
C -2.523 -1.653 0.947 -0.146
H 2.677 3.350 -2.967 0.013
C 6.885 -1.462 -0.637 -0.070
C 2.184 3.239 0.728 -0.126
O 2.352 -0.078 0.566 -0.500
O 6.687 1.592 -2.426 -0.283
C -2.721 -3.443 -0.702 -0.214
C 1.623 2.195 -1.523 -0.168
H -0.797 -2.503 4.024 0.056
C 5.699 3.008 0.764 -0.276
C 6.661 -0.102 -0.040 -0.289
C 3.979 1.684 -2.445 -0.169
H -3.835 -5.693 1.220 0.084
P 5.528 1.700 -1.514 0.512
H 6.001 -2.081 -0.526 0.083
C -2.175 -0.741 -0.057 -0.212
C -2.998 -4.877 -1.064 -0.158
C -4.737 -5.801 0.626 -0.189
H -4.640 -6.147 -1.486 0.096
O 2.177 0.176 -4.230 -0.384
O 5.438 0.462 -0.524 -0.215
H -6.524 3.452 0.506 0.057
C -0.446 0.919 -1.709 -0.434
H -4.954 3.647 0.950 0.064
H -0.077 -1.147 4.625 0.056
C -4.337 1.062 -0.294 -0.367
H -2.267 -2.825 -2.724 0.101
H 7.796 2.930 0.390 0.077
H 7.174 -1.405 -1.681 0.077
H -5.256 -3.525 2.549 0.047
C -4.459 -5.307 -0.818 -0.185
C 0.142 1.897 0.372 0.044
C -2.566 -1.220 2.387 -0.127
H -4.642 2.982 -1.219 0.110
C -2.090 -1.207 -1.361 -0.427
H 4.302 1.839 -3.467 0.085
H 7.342 2.236 1.971 0.069
S -1.613 -0.077 -2.644 0.964
C 2.324 4.673 0.287 -0.253
P 0.792 1.044 -4.085 0.571
```